Record 1
{
  "formula": "C34H52BClN7O5P",
  "method": "wB97M-V/def2-TZVPD",
  "smiles": "CCB(O)C1=C(P(O)Cl)C(=O)C(C)=C(N=C=O)C1=O.CCCC#N.CCCC#N.CCCC#N.CCCC#N.CCCC#N.CCCC#N",
  "spin_multiplicity": 1,
  "elements": ["C", "C", "B", "O", "C", "C", "P", "O", "Cl", "C", "O", "C", "C", "C", "N", "C", "O", "C", "O", "H", "H", "H", "H", "H", "H", "H", "H", "H", "H", "C", "C", "C", "C", "N", "H", "H", "H", "H", "H", "H", "H", "C", "C", "C", "C", "N", "H", "H", "H", "H", "H", "H", "H", "C", "C", "C", "C", "N", "H", "H", "H", "H", "H", "H", "H", "C", "C", "C", "C", "N", "H", "H", "H", "H", "H", "H", "H", "C", "C", "C", "C", "N", "H", "H", "H", "H", "H", "H", "H", "C", "C", "C", "C", "N", "H", "H", "H", "H", "H", "H", "H"],
  "positions_angstrom": [[-3.21, 2.83, 2.08], [-1.69, 2.60, 1.99], [-1.40, 1.25, 1.23], [-1.09, 1.19, -0.09], [-1.54, -0.06, 2.11], [-2.49, -1.01, 2.04], [-3.42, -1.09, 0.44], [-4.62, -0.03, 0.83], [-4.41, -2.87, 0.56], [-2.71, -1.85, 3.27], [-3.26, -2.92, 3.29], [-2.19, -1.30, 4.58], [-2.98, -1.52, 5.82], [-1.02, -0.67, 4.50], [-0.23, -0.32, 5.63], [0.69, -1.03, 6.01], [1.53, -1.67, 6.47], [-0.52, -0.23, 3.18], [0.65, -0.03, 2.95], [-3.65, 2.13, 2.78], [-3.44, 3.85, 2.40], [-3.70, 2.64, 1.12], [-1.30, 2.51, 3.01], [-1.18, 3.45, 1.52], [-0.67, 2.01, -0.38], [-4.76, 0.55, 0.06], [-3.47, -2.49, 5.86], [-2.34, -1.38, 6.69], [-3.74, -0.74, 5.87], [3.81, 3.43, -0.95], [2.92, 2.20, -0.97], [1.76, 2.33, -1.97], [0.89, 3.46, -1.65], [0.18, 4.31, -1.36], [3.26, 4.31, -0.63], [4.64, 3.29, -0.26], [4.23, 3.62, -1.94], [2.51, 2.01, 0.03], [3.50, 1.32, -1.24], [1.15, 1.42, -1.97], [2.14, 2.47, -2.99], [3.04, -0.96, 9.51], [3.66, -2.26, 10.01], [4.39, -2.11, 11.35], [5.48, -1.14, 11.27], [6.34, -0.38, 11.21], [3.80, -0.20, 9.34], [2.51, -1.13, 8.58], [2.32, -0.57, 10.24], [4.37, -2.63, 9.26], [2.89, -3.03, 10.12], [4.81, -3.06, 11.67], [3.69, -1.77, 12.12], [0.74, 0.61, -7.78], [-0.13, 0.83, -6.55], [0.03, 2.24, -5.97], [1.40, 2.50, -5.55], [2.48, 2.69, -5.20], [1.79, 0.71, -7.54], [0.57, -0.38, -8.19], [0.50, 1.34, -8.56], [0.11, 0.09, -5.78], [-1.18, 0.69, -6.80], [-0.62, 2.38, -5.10], [-0.25, 2.98, -6.72], [-3.77, 1.70, -9.40], [-4.21, 2.65, -8.28], [-3.66, 4.07, -8.46], [-2.20, 4.09, -8.46], [-1.05, 4.10, -8.44], [-2.68, 1.59, -9.42], [-4.20, 0.71, -9.25], [-4.09, 2.07, -10.37], [-3.88, 2.26, -7.32], [-5.29, 2.70, -8.25], [-4.01, 4.72, -7.66], [-4.01, 4.50, -9.41], [-1.00, -3.94, 9.00], [-2.21, -4.49, 9.75], [-2.99, -5.53, 8.93], [-3.51, -4.95, 7.69], [-3.88, -4.49, 6.71], [-1.31, -3.41, 8.10], [-0.45, -3.23, 9.63], [-0.32, -4.74, 8.72], [-2.88, -3.68, 10.03], [-1.89, -4.97, 10.68], [-3.84, -5.92, 9.50], [-2.35, -6.37, 8.67], [5.31, -0.65, -9.73], [3.93, -0.84, -9.10], [3.17, -2.04, -9.68], [2.92, -1.89, -11.11], [2.74, -1.77, -12.24], [5.22, -0.44, -10.80], [5.82, 0.19, -9.27], [5.93, -1.54, -9.60], [3.34, 0.07, -9.23], [4.04, -0.99, -8.02], [2.20, -2.15, -9.18], [3.73, -2.96, -9.52]],
  "mulliken_charge": [-1.097, -0.371, 0.491, -0.684, 0.414, -0.159, 0.183, -0.509, -0.252, 0.610, -0.574, 0.456, -1.184, 0.236, -0.565, 0.721, -0.484, 0.259, -0.640, 0.287, 0.381, 0.196, 0.268, 0.512, 0.124, 0.333, 0.359, 0.350, 0.287, -1.228, -0.410, 0.281, 0.118, -0.553, 0.353, 0.372, 0.297, 0.191, 0.369, 0.365, -0.112, -0.692, -0.319, -0.494, 0.238, -0.419, 0.428, -0.133, 0.314, 0.298, 0.232, 0.314, 0.276, -1.014, -0.575, 0.346, 0.048, -0.570, 0.320, 0.323, 0.288, 0.357, 0.307, 0.336, -0.146, -1.093, -0.372, -0.470, 0.316, -0.509, 0.247, 0.317, 0.364, 0.268, 0.318, 0.285, 0.311, -0.731, -0.459, -0.539, 0.327, -0.496, 0.015, 0.292, 0.328, 0.300, 0.325, 0.299, 0.275, -1.365, -0.129, -0.442, 0.241, -0.426, 0.370, 0.368, 0.322, 0.175, 0.345, 0.243, 0.324]
}



Record 2
{
  "formula": "C28H32BrF35GaO6",
  "method": "wB97M-V/def2-TZVPD",
  "spin_multiplicity": 1,
  "charge": -1,
  "elements": ["C", "O", "C", "C", "C", "C", "C", "Ga", "Br", "C", "O", "C", "F", "F", "F", "H", "H", "H", "H", "H", "H", "H", "H", "H", "H", "H", "H", "H", "H", "H", "H", "C", "C", "C", "F", "F", "F", "F", "O", "C", "C", "F", "F", "F", "F", "H", "H", "H", "H", "C", "C", "C", "F", "F", "F", "F", "O", "C", "C", "F", "F", "F", "F", "H", "H", "H", "H", "C", "C", "C", "F", "F", "F", "F", "O", "C", "C", "F", "F", "F", "F", "H", "H", "H", "H", "C", "C", "C", "F", "F", "F", "F", "O", "C", "C", "F", "F", "F", "F", "H", "H", "H", "H"],
  "positions_angstrom": [[4.43, -4.68, -0.78], [3.37, -3.86, -0.20], [2.42, -3.64, -1.29], [1.00, -3.22, -0.74], [-0.19, -4.22, -1.11], [0.19, -5.76, -1.09], [0.05, -6.51, -2.50], [0.61, -5.42, -4.15], [-1.50, -4.55, -5.11], [1.43, -6.65, -5.62], [2.76, -6.22, -6.08], [2.75, -5.01, -6.74], [3.65, -5.12, -7.82], [3.22, -3.94, -5.95], [1.53, -4.63, -7.26], [5.40, -4.56, -0.20], [4.63, -4.29, -1.83], [4.10, -5.76, -0.85], [2.43, -4.55, -1.96], [2.84, -2.78, -1.94], [1.10, -3.12, 0.40], [0.78, -2.16, -1.10], [-0.99, -4.08, -0.30], [-0.68, -3.87, -2.08], [1.24, -5.98, -0.69], [-0.52, -6.29, -0.37], [0.70, -7.45, -2.49], [-1.03, -6.86, -2.69], [1.49, -4.12, -3.84], [0.70, -6.85, -6.47], [1.59, -7.66, -5.10], [5.94, 1.97, -4.29], [4.71, 2.47, -3.50], [4.81, 2.43, -1.97], [4.97, 1.18, -1.49], [3.67, 2.91, -1.41], [3.61, 1.81, -3.92], [4.52, 3.78, -3.86], [5.89, 0.63, -4.79], [6.29, -0.42, -3.93], [5.16, -1.40, -3.63], [4.11, -0.78, -3.03], [5.57, -2.37, -2.78], [6.85, 0.10, -2.82], [7.28, -1.07, -4.58], [5.98, 2.58, -5.19], [6.87, 2.17, -3.77], [5.64, 3.05, -1.62], [4.79, -1.87, -4.55], [2.91, -0.42, 3.00], [1.44, -0.90, 3.06], [0.54, -0.19, 4.08], [0.95, -0.37, 5.35], [-0.72, -0.69, 4.02], [1.42, -2.24, 3.24], [0.91, -0.68, 1.83], [3.88, -1.20, 3.71], [4.09, -0.94, 5.08], [3.74, -2.14, 5.96], [2.44, -2.50, 5.82], [3.92, -1.84, 7.27], [3.44, 0.18, 5.43], [5.41, -0.66, 5.21], [3.21, -0.51, 1.96], [3.01, 0.65, 3.23], [0.48, 0.88, 3.88], [4.35, -3.00, 5.71], [-4.25, 1.68, 0.83], [-5.71, 1.18, 0.79], [-6.70, 1.90, 1.71], [-6.39, 1.76, 3.02], [-7.94, 1.37, 1.57], [-5.72, -0.16, 1.01], [-6.15, 1.35, -0.49], [-3.32, 0.93, 1.63], [-3.23, 1.23, 3.00], [-3.65, 0.06, 3.90], [-4.92, -0.32, 3.66], [-3.57, 0.39, 5.21], [-3.92, 2.36, 3.26], [-1.93, 1.54, 3.23], [-3.86, 1.56, -0.19], [-4.18, 2.75, 1.03], [-6.76, 2.96, 1.47], [-3.00, -0.81, 3.73], [-6.16, 7.15, 3.26], [-5.93, 5.80, 2.53], [-4.59, 5.64, 1.81], [-4.42, 6.53, 0.82], [-4.52, 4.41, 1.22], [-6.96, 5.58, 1.68], [-6.00, 4.83, 3.48], [-6.94, 8.14, 2.58], [-6.28, 9.00, 1.68], [-6.79, 8.84, 0.24], [-6.61, 7.58, -0.22], [-6.12, 9.66, -0.60], [-4.95, 8.84, 1.78], [-6.54, 10.25, 2.10], [-6.76, 6.90, 4.14], [-5.23, 7.56, 3.66], [-3.75, 5.72, 2.51], [-7.85, 9.07, 0.18]],
  "mulliken_charge": [-0.708, -0.349, 0.338, -0.080, -0.715, -0.414, -0.908, 0.385, -0.617, -0.439, -0.370, 0.646, -0.291, -0.165, -0.218, 0.221, 0.264, 0.254, 0.237, -0.373, -0.127, 0.384, 0.275, 0.192, 0.182, 0.368, 0.363, 0.312, -0.138, 0.240, 0.248, -0.751, 0.925, 0.091, -0.193, -0.278, -0.255, -0.338, -0.390, 0.678, 0.394, -0.249, -0.271, -0.277, -0.302, 0.401, 0.334, 0.242, 0.230, -0.940, 1.063, 0.053, -0.234, -0.227, -0.298, -0.307, -0.396, 0.781, 0.200, -0.203, -0.267, -0.284, -0.303, 0.537, 0.319, 0.276, 0.236, -0.569, 0.782, 0.432, -0.189, -0.315, -0.281, -0.329, -0.330, 0.659, 0.272, -0.247, -0.283, -0.221, -0.263, 0.455, 0.398, -0.007, 0.225, -0.901, 0.998, 0.099, -0.243, -0.401, -0.292, -0.292, -0.407, 0.780, 0.188, -0.199, -0.257, -0.274, -0.299, 0.430, 0.354, 0.297, 0.237]
}



Record 3
{
  "formula": "C5H12IN2",
  "method": "wB97M-V/def2-TZVPD",
  "smiles": "CCNC(=[NH2+])[C@@H](C)I",
  "spin_multiplicity": 1,
  "de_lowest_kcal_mol": 20.1,
  "charge": 1,
  "elements": ["C", "C", "C", "C", "C", "N", "N", "I", "H", "H", "H", "H", "H", "H", "H", "H", "H", "H", "H", "H"],
  "positions_angstrom": [[0.44, -0.07, 0.46], [-1.80, 1.72, -1.83], [0.98, -1.99, 2.38], [-0.37, 1.49, -1.26], [0.23, -0.72, 2.02], [-0.32, 0.88, 0.04], [1.30, -0.69, -0.30], [0.72, 0.99, 3.30], [-2.33, 2.45, -1.14], [-1.69, 2.01, -2.80], [-2.47, 0.80, -1.78], [0.69, -2.78, 1.67], [0.95, -2.23, 3.50], [2.04, -1.89, 2.32], [0.04, 0.67, -1.87], [-0.03, 2.49, -1.15], [-0.76, -0.90, 2.31], [-1.01, 1.26, 0.72], [1.78, -1.58, 0.03], [1.60, -0.25, -1.13]],
  "mulliken_charge": [0.687, -1.272, -1.610, -0.356, -0.375, -0.110, -0.374, 0.195, 0.356, 0.392, 0.334, 0.419, 0.349, 0.527, 0.279, 0.310, 0.493, 0.309, 0.254, 0.194]
}



Record 4
{
  "formula": "C19H27Cl8NO3",
  "method": "wB97M-V/def2-TZVPD",
  "smiles": "CC(C)C[C@H](C)COc1ccc2c(c1)C(=O)NC2=O.ClCCl.ClCCl.ClCCl.ClCCl",
  "spin_multiplicity": 1,
  "de_lowest_kcal_mol": 0.0,
  "elements": ["C", "C", "C", "C", "C", "C", "C", "O", "C", "C", "C", "C", "C", "C", "C", "O", "N", "C", "O", "H", "H", "H", "H", "H", "H", "H", "H", "H", "H", "H", "H", "H", "H", "H", "H", "H", "H", "H", "C", "Cl", "Cl", "H", "H", "C", "Cl", "Cl", "H", "H", "C", "Cl", "Cl", "H", "H", "C", "Cl", "Cl", "H", "H"],
  "positions_angstrom": [[-2.48, 1.66, 4.83], [-3.20, 2.84, 4.18], [-4.70, 2.49, 4.15], [-2.78, 3.12, 2.72], [-1.27, 3.03, 2.41], [-0.86, 4.37, 1.74], [-1.07, 1.94, 1.35], [0.22, 1.32, 1.47], [0.63, 0.66, 0.35], [-0.25, -0.03, -0.49], [0.20, -0.67, -1.64], [1.55, -0.64, -1.95], [2.40, 0.03, -1.09], [2.00, 0.68, 0.06], [3.77, -0.11, -1.68], [4.84, 0.16, -1.23], [3.63, -0.66, -3.02], [2.30, -1.23, -3.09], [1.88, -2.00, -3.90], [-2.66, 1.71, 5.91], [-2.88, 0.70, 4.49], [-1.39, 1.67, 4.72], [-3.10, 3.76, 4.77], [-4.80, 1.49, 3.73], [-5.16, 2.52, 5.13], [-5.22, 3.15, 3.44], [-3.37, 2.46, 2.07], [-3.10, 4.14, 2.50], [-0.64, 2.88, 3.28], [0.19, 4.38, 1.46], [-1.49, 4.48, 0.86], [-1.12, 5.21, 2.39], [-1.21, 2.41, 0.37], [-1.83, 1.16, 1.50], [-1.31, -0.09, -0.29], [-0.49, -1.18, -2.30], [2.72, 1.18, 0.69], [3.57, 0.19, -3.59], [4.30, -4.84, -2.11], [4.08, -6.05, -0.84], [3.40, -3.35, -1.77], [5.35, -4.59, -2.19], [3.94, -5.25, -3.05], [0.30, -4.44, -5.48], [0.85, -5.91, -6.30], [-1.28, -4.66, -4.74], [1.02, -4.18, -4.72], [0.24, -3.64, -6.21], [1.86, -9.76, -6.21], [1.52, -10.62, -4.70], [2.67, -10.79, -7.39], [0.92, -9.42, -6.63], [2.50, -8.91, -5.99], [-0.95, 7.45, 4.53], [-2.54, 6.68, 4.48], [-0.50, 8.14, 2.96], [-0.97, 8.25, 5.26], [-0.21, 6.71, 4.80]],
  "mulliken_charge": [-1.442, 0.945, -1.651, -1.585, 0.988, -1.676, -1.065, -0.429, 0.711, -0.049, -1.009, 0.487, 0.691, -0.675, 0.005, -0.523, -0.195, -0.700, -0.475, 0.429, 0.295, 0.369, 0.127, 0.402, 0.405, 0.392, 0.547, 0.449, 0.455, 0.421, 0.457, 0.055, 0.622, 0.354, 0.410, 0.508, 0.544, 0.341, -0.303, -0.165, -0.033, 0.317, 0.250, 0.074, -0.159, -0.170, -0.016, 0.283, -0.111, -0.153, -0.156, 0.223, 0.191, -0.298, -0.136, -0.153, 0.337, 0.242]
}



How do the records compare in E_LUMO? In the order shown, they have -1.01 1.43 -3.53 -0.36 eV.
How do the records compare in frontier orbital gap? In the order shown, they have 8.026 6.602 9.796 9.140 eV.
How do the records compare in E_HOMO? In the order shown, they have -9.032 -5.167 -13.324 -9.496 eV.